1.
Below is C47H48CaClN9O2PS2 as an isolated structure at a distorted geometry, with properties calculated with ωB97M-V with the def2-TZVPD basis set.

Computed properties:
LUMO = 2.27 eV
2S+1 = 1
Charge = -1
Gap between HOMO and LUMO = 0.2355 hartree
HOMO energy = -4.14 eV

Last column: Löwdin charge in e.
Geometry (Å):
Ca -1.3599 -0.3289 -0.5453  1.34
Cl 3.8550 3.4655 0.6283  0.70
S 2.8908 -0.6414 -5.7488  0.50
S -5.4546 2.1005 -2.2884  0.91
P 1.2128 2.2735 2.2241  1.12
O -1.8658 -0.4164 1.6222  -0.23
O 0.7244 -0.1477 -1.5818  -0.25
N 0.6025 0.0398 -4.5143  0.04
N 0.1969 -1.5314 0.9228  -0.08
N 0.3095 -4.4632 -2.9319  -0.08
N -1.6433 -4.1258 -2.1922  -0.05
N -0.8208 -5.0447 -2.4432  0.03
N -0.2977 -1.9817 2.1763  0.06
N -1.1348 -2.9097 -2.4876  0.03
N 0.6205 0.4195 -6.6664  0.00
N -1.6978 2.1199 -1.1062  0.03
C 4.5018 0.2724 4.8163  -0.08
C -1.4244 -1.3146 2.3611  -0.53
C 1.2916 -2.1283 0.5431  -0.35
C 2.5242 1.5159 3.3047  -0.37
C -0.7315 4.2947 -1.2668  -0.08
C 2.1668 -1.7006 -0.5371  -0.07
C 1.5574 4.0181 2.0664  -0.42
C -1.5304 2.2408 2.8903  -0.14
C -3.7659 0.1667 -1.5970  -0.22
C 1.1426 -7.2737 -4.5382  -0.08
C -5.0696 -0.3730 -1.8363  -0.27
C 3.3961 2.2603 4.1037  -0.14
C -6.1026 0.4943 -2.1239  -0.43
C 0.5896 4.9514 2.5384  -0.05
C -4.3179 -1.2089 4.8738  -0.08
C 1.9046 -0.5886 -1.3311  -0.51
C -3.8615 1.5165 -1.7827  -0.55
C 0.6859 6.3045 2.2056  -0.09
C -0.2110 2.2709 4.8186  -0.07
C -2.6776 2.1292 3.6694  -0.10
C 1.7173 -5.8523 -4.6027  -0.40
C 1.6663 6.7103 1.3438  -0.13
C -2.8100 2.6018 -1.6690  -0.32
C -0.6307 0.7065 -4.7729  -0.16
C -3.7884 -1.8676 5.9700  -0.13
C 0.0920 -3.1740 -2.9498  -0.17
C 1.5722 -5.2581 -3.1654  -0.07
C 2.5873 4.4803 1.2277  -0.67
C 1.8140 -3.3163 1.3427  -0.06
C 3.7149 -0.4706 3.9425  -0.07
C -2.9450 3.9286 -1.9762  -0.05
C -0.7218 0.8654 -6.2747  -0.14
C 3.1170 0.2285 -1.7799  -0.03
C -2.4600 -2.3071 5.9576  -0.11
C 1.3501 -0.0028 -5.5951  -0.94
C 4.3889 1.6707 4.8113  -0.11
C -2.6190 2.0818 5.0507  -0.10
C -1.3500 2.1368 5.6388  -0.09
C -2.1047 -1.5555 3.6913  -0.13
C 1.2903 -4.9265 -5.7030  -0.07
C -0.6716 2.9499 -0.9260  -0.13
C -3.4144 -1.0437 3.7769  -0.04
C -0.2745 2.3127 3.3970  -0.37
C -1.8776 4.8113 -1.7577  -0.07
C -1.6367 -2.1843 4.8372  -0.04
C 2.6374 5.8580 0.8775  -0.12
C 2.7015 0.1468 3.2659  -0.08
H 3.9055 -1.4614 3.8948  0.07
H 0.8432 -2.4335 -3.2327  0.12
H 1.3837 -7.8330 -5.3995  0.05
H -5.3446 -0.8772 4.7184  0.10
H 0.8576 -0.2480 -3.5677  0.09
H -1.8906 5.8129 -2.0375  0.09
H -1.2705 2.1374 6.7150  0.09
H 3.1810 -2.1491 -0.6170  0.10
H -3.9401 4.3504 -2.2150  0.09
H -1.7178 2.1834 1.7845  0.11
H 1.1424 -4.0891 1.5175  0.04
H -3.7671 -0.5106 2.9338  0.09
H 4.0724 -0.2740 -1.6071  0.07
H -3.6448 1.9901 3.1765  0.11
H 1.8063 -3.9606 -5.5071  0.08
H 3.1959 3.3286 4.1589  0.11
H 1.6592 7.7652 1.0018  0.11
H -0.6071 1.7283 -4.3796  0.12
H 1.6335 -7.8289 -3.7859  0.06
H 0.7874 2.3310 5.2523  0.09
H -5.2164 -1.3872 -1.7380  0.05
H -4.3437 -2.0526 6.9171  0.10
H 5.3993 -0.1099 5.3308  0.10
H -2.1104 -2.7848 6.8524  0.08
H 0.1949 2.5935 -0.4470  0.06
H -3.4891 1.9353 5.8024  0.13
H -1.4219 0.2491 -4.1972  0.12
H 5.0552 2.3385 5.4383  0.12
H 0.2231 -4.9362 -5.8530  0.08
H 0.0693 -7.3726 -4.4092  0.08
H -0.1673 4.5152 3.2003  0.09
H 0.1438 4.9513 -1.1425  0.11
H 2.0674 -0.4558 2.6704  0.08
H 3.0810 0.4684 -2.8206  0.02
H -0.0917 7.0065 2.4358  0.10
H 2.5255 -3.7526 0.6206  0.06
H 2.3414 -4.5015 -3.0400  0.12
H 0.9401 0.3186 -7.6371  0.14
H -0.8781 1.9270 -6.5052  0.11
H 3.1596 1.1963 -1.2221  0.06
H 1.6977 -5.3433 -6.6413  0.08
H 1.6311 -5.9799 -2.4205  0.10
H -7.1046 0.2471 -2.3486  0.03
H 2.7950 -6.0361 -4.5995  0.13
H 2.2974 -3.1544 2.2987  0.06
H -0.5551 -2.5110 4.9412  0.13
H 3.4302 6.2347 0.2134  0.11
H -1.5096 0.2283 -6.7087  0.12

---

2.
Below is C21H21N2NiO3S as an isolated structure, with properties calculated with ωB97M-V with the def2-TZVPD basis set.

Computed properties:
LUMO (spin up / spin down) = -3.59 / -3.58 eV
2S+1 = 3
<S²> = 2.009
Charge = +1
Gap between HOMO and LUMO (spin up / spin down) = 0.2522 / 0.2537 hartree
HOMO energy (spin up / spin down) = -10.45 / -10.49 eV

Last column: Löwdin charge in e.
Geometry (Å):
Ni -1.9548 0.0664 -0.6811  0.77
S -0.8063 -0.4981 2.1816  1.04
O -1.9414 -0.0276 1.2581  -0.56
O -1.8562 -1.4724 -1.7013  -0.09
O -2.0896 2.1534 -0.5992  -0.18
N -0.1283 0.5434 -1.0863  -0.02
N 0.8114 -0.2124 -1.4806  0.13
C -0.8709 -3.2936 -2.7397  0.01
C 2.6585 -4.1503 -3.5139  -0.02
C -1.6132 -0.2415 4.7627  -0.21
C 0.2225 -3.9549 -3.1787  0.01
C 1.5459 -3.4253 -3.0500  -0.17
C 0.5439 -1.4314 -1.9866  -0.12
C -0.8346 2.6477 -0.2549  -0.22
C 1.7196 -2.1664 -2.4563  -0.10
C 3.0226 -1.6550 -2.3436  -0.03
C -0.7532 -2.0164 -2.1143  -0.28
C 3.9233 -3.6372 -3.3922  -0.07
C 0.6654 4.2706 0.6465  -0.06
C 4.0984 -2.3780 -2.8016  -0.06
C -0.3362 0.9677 3.1052  -0.30
C 1.5244 2.2005 -0.2249  0.00
C 1.7386 3.4386 0.3652  -0.07
C 0.2359 1.7984 -0.5355  -0.19
C -1.6919 -1.2255 3.5887  -0.28
C -3.2239 3.0157 -0.4240  -0.02
C -1.4126 1.1508 4.1666  -0.22
C -0.6347 3.8783 0.3392  -0.01
H -2.5128 -0.3049 5.3726  0.12
H -1.1099 1.8801 4.9164  0.12
H 2.4987 -5.1196 -3.9705  0.12
H -2.7037 -1.3540 3.2036  0.10
H -3.0348 3.9725 -0.9053  0.11
H -4.0575 2.5230 -0.9143  0.10
H 2.3439 1.5308 -0.4463  0.11
H 4.7781 -4.1947 -3.7502  0.11
H -0.2284 1.7722 2.3769  0.08
H -1.2646 -2.2047 3.7947  0.10
H -3.4354 3.1518 0.6362  0.11
H 5.0952 -1.9668 -2.7059  0.11
H 0.6425 0.7494 3.5403  0.11
H 0.1060 -4.9262 -3.6465  0.13
H -2.3328 1.5095 3.7013  0.12
H -1.4628 4.5331 0.5670  0.11
H 3.1730 -0.6837 -1.8959  0.10
H 2.7455 3.7515 0.6052  0.11
H -1.8662 -3.7043 -2.8365  0.12
H 0.8293 5.2354 1.1066  0.11
H -0.7661 -0.4958 5.4014  0.12

---

Asked for energy across the records above, the calculation gives -128946.052 -83112.691 eV in order.
Asked for relative energy (zero: lowest compared OMol25 entry of this formula, charge and spin) across the records above, the calculation gives 38.5 0.0 kcal/mol in order.